[1]
Below is a 11-piece molecular cluster, C52H63ClF3N5O34S overall in a non-equilibrium geometry, with properties calculated with ωB97M-V with the def2-TZVPD basis set.

The geometry in XYZ format:
```
159
C52H63ClF3N5O34S | the Open Molecules 2025 dataset | ωB97M-V with the def2-TZVPD basis set
C 4.8138 -0.5731 0.7725
C 5.3664 0.7216 -0.1215
O 6.1557 1.5865 0.5712
O 5.0476 0.8610 -1.5529
C 4.3995 2.1502 -1.8464
C 3.7870 2.2907 -3.3608
C 2.5378 1.2287 -3.6684
C 1.7696 0.7526 -2.2894
C 1.8092 -0.8096 -1.6926
S 2.7481 -2.0526 -2.7209
O 2.7976 -3.4918 -2.1652
O 4.2118 -1.6428 -3.0632
C 1.8465 -2.1792 -4.4009
F 2.8722 -1.9388 -5.4832
F 1.3780 -3.5899 -4.5697
F 0.6890 -1.2447 -4.5021
C 1.0234 -1.0712 -0.2796
Cl 1.0566 -2.7942 0.4989
C 0.2001 0.1146 0.5627
N -0.4307 -0.3013 1.8600
C -1.1333 0.8512 2.5216
C -1.8316 0.5154 4.0037
N -3.1456 -0.2417 3.8727
C -1.2335 2.3405 1.8753
C -2.0789 3.5313 2.6882
C -1.0748 4.7753 3.0465
N 0.2967 4.1526 3.3535
N -0.6137 2.7760 0.5752
C 0.1208 1.6209 -0.0402
C 0.9162 1.9334 -1.4776
C 0.8536 3.4640 -2.0597
C 1.3585 4.7402 -1.1841
C 1.2267 6.2191 -1.7869
N 0.7259 6.7242 -3.0951
C 0.2615 5.5263 -3.8480
C 0.2721 3.9630 -3.4947
H 5.4109 -0.6808 1.7970
H 3.6697 -0.5020 1.0136
H 4.9908 -1.6049 0.2069
H 3.6397 2.3801 -0.9849
H 5.2573 2.9752 -1.7590
H 3.3390 3.3684 -3.4631
H 4.6510 2.2097 -4.1713
H 3.0060 0.3568 -4.2929
H 1.7750 1.7807 -4.3628
H -1.8790 1.4492 4.7087
H -1.0722 -0.2493 4.5172
H -2.9977 -1.2103 3.5101
H -3.8550 0.2836 3.3163
H -2.7124 3.1223 3.5803
H -2.8498 3.9473 1.8775
H -1.5244 5.3760 3.9444
H -0.9182 5.4069 2.0645
H 0.7475 4.6188 4.1730
H 0.8503 4.2650 2.4741
H 1.7797 4.5741 -0.0962
H 1.5970 7.0936 -1.0595
H -0.2073 5.7985 -4.9145
H -0.1584 3.1765 -4.2592
O 3.3264 -9.6313 -7.0381
C 3.1086 -8.5294 -6.5626
O 1.8649 -8.0429 -6.2798
C 2.0483 -6.8485 -5.5432
C 3.4191 -6.4066 -5.9412
O 4.0775 -7.6217 -6.2448
H 1.2821 -6.1123 -5.8012
H 1.9765 -7.0776 -4.4748
H 3.4115 -5.7752 -6.8360
H 3.9354 -5.8761 -5.1364
O 6.0967 -2.6950 1.3178
C 6.2537 -3.7879 0.7995
O 5.2753 -4.7319 0.6773
C 5.7857 -5.7461 -0.1676
C 7.2659 -5.6016 -0.0222
O 7.4317 -4.2264 0.2669
H 5.4302 -6.7303 0.1497
H 5.4456 -5.5576 -1.1913
H 7.6633 -6.1889 0.8123
H 7.8022 -5.8734 -0.9354
O 1.9277 3.6010 6.2912
C 2.7488 2.9941 5.6240
O 3.0227 3.2553 4.3125
C 4.1723 2.5021 3.9746
C 4.1593 1.3895 4.9721
O 3.5128 1.9641 6.0920
H 4.1091 2.1391 2.9451
H 5.0555 3.1418 4.0731
H 3.5757 0.5282 4.6302
H 5.1664 1.0547 5.2352
O 2.9150 5.8851 -4.6477
C 4.1033 5.7827 -4.9028
O 5.0767 6.5853 -4.3813
C 6.3192 6.0090 -4.7373
C 5.9884 5.2019 -5.9507
O 4.6328 4.8508 -5.7483
H 7.0617 6.7849 -4.9430
H 6.6725 5.3894 -3.9064
H 6.0689 5.7841 -6.8748
H 6.6118 4.3079 -6.0385
O 6.6264 7.3614 -7.6835
C 6.4086 8.4633 -7.2080
O 5.1649 8.9498 -6.9253
C 5.3483 10.1442 -6.1886
C 6.7191 10.5861 -6.5867
O 7.3775 9.3710 -6.8902
H 4.5821 10.8803 -6.4467
H 5.2765 9.9151 -5.1202
H 6.7115 11.2174 -7.4815
H 7.2354 11.1165 -5.7819
O -3.7723 -2.7325 -1.5082
C -2.9512 -3.3395 -2.1755
O -2.6773 -3.0782 -3.4870
C -1.5277 -3.8314 -3.8249
C -1.5407 -4.9440 -2.8273
O -2.1872 -4.3695 -1.7075
H -1.5909 -4.1945 -4.8544
H -0.6445 -3.1917 -3.7264
H -2.1243 -5.8053 -3.1692
H -0.5336 -5.2789 -2.5643
O 1.0311 -1.9484 4.4368
C 0.3600 -2.5263 5.2754
O 0.6149 -3.7867 5.7334
C -0.2380 -4.0016 6.8421
C -1.3600 -3.0441 6.6029
O -0.7448 -1.9966 5.8774
H -0.5771 -5.0406 6.8747
H 0.3138 -3.7781 7.7612
H -2.1569 -3.4784 5.9900
H -1.7926 -2.6689 7.5345
O -3.7960 -2.6051 7.5875
C -4.7263 -1.8437 7.3812
O -5.5860 -1.3970 8.3429
C -6.3659 -0.3735 7.7538
C -6.2972 -0.6862 6.2942
O -5.0436 -1.3281 6.1576
H -7.3898 -0.3971 8.1370
H -5.9176 0.5959 7.9954
H -7.0850 -1.3777 5.9772
H -6.3424 0.2128 5.6735
O -9.0715 -0.1615 5.1760
C -9.6222 -1.0733 4.5819
O -10.7954 -1.6518 4.9726
C -11.2093 -2.4966 3.9153
C -9.9341 -2.7978 3.1970
O -9.1446 -1.6490 3.4399
H -11.6906 -3.3978 4.3050
H -11.9244 -1.9538 3.2884
H -9.4200 -3.6735 3.6071
H -10.0855 -2.9447 2.1241
O -10.6858 -4.5624 1.4809
C -11.8778 -4.7108 1.2694
O -12.3997 -5.2138 0.1126
C -13.7779 -5.4358 0.3457
C -14.0926 -4.4968 1.4647
O -12.8639 -4.3945 2.1589
H -14.3624 -5.2228 -0.5535
H -13.9245 -6.4843 0.6257
H -14.3810 -3.5026 1.1076
H -14.8783 -4.8804 2.1213
```

Calculated values
- net charge = 0
- Kohn-Sham gap (eV) = 6.64
- E_LUMO (eV) = -1.71
- HOMO energy (hartree) = -0.3069

***

[2]
Below is C5H8O2 as an isolated structure, with properties calculated with ωB97M-V with the def2-TZVPD basis set.

The geometry in XYZ format:
```
15
C5H8O2 | the Open Molecules 2025 dataset | ωB97M-V with the def2-TZVPD basis set
O 0.4208 0.6305 -2.2190
C -0.2115 0.4052 -0.9880
C -0.4024 -1.0679 -0.5297
C 0.0651 -0.8672 0.9251
C -0.4496 0.5190 1.3749
C 0.5409 0.8914 0.2726
O 1.3582 -0.2457 0.6668
H 1.3335 0.3250 -2.1480
H -1.1785 0.9108 -1.0650
H -1.4069 -1.4718 -0.6797
H 0.3171 -1.7150 -1.0456
H 0.0923 -1.7180 1.6097
H -1.5007 0.7952 1.2464
H -0.0807 0.7835 2.3675
H 1.1024 1.8248 0.2119
```

Calculated values
- net charge = 0
- Kohn-Sham gap (eV) = 10.60
- E_LUMO (eV) = 1.02
- energy relative to the best compared isomer or geometry (same formula, charge and spin) (kJ/mol) = 173.1
- HOMO energy (hartree) = -0.3521

***

[3]
Below is C11H14CrN2OP as an isolated structure in a non-equilibrium geometry, with properties calculated with ωB97M-V with the def2-TZVPD basis set.

The geometry in XYZ format:
```
30
C11H14CrN2OP | the Open Molecules 2025 dataset | ωB97M-V with the def2-TZVPD basis set
C -0.3287 -3.1122 -1.5273
C -1.2438 -3.0940 -2.6430
C -2.5306 -2.7168 -2.1918
C -2.4716 -2.5829 -0.7806
C -1.1166 -2.7539 -0.3321
Cr 1.9557 -1.4148 0.5099
P 3.9013 -0.8215 -0.6738
H 0.7693 -3.3530 -1.5278
H -0.9247 -3.3264 -3.6660
H -3.3907 -2.5017 -2.8195
H -0.7094 -2.6839 0.7090
H -3.2830 -2.3499 -0.0904
H 3.9292 0.4864 -1.2531
H 4.3125 -1.6354 -1.7755
H 5.0510 -0.8221 0.1382
N -1.8600 4.0574 0.3123
C -1.4669 2.8024 -0.0547
O -1.9175 2.2624 -1.0717
C -0.4746 2.1141 0.8301
C 0.0009 2.6205 2.0466
C 0.9152 1.8637 2.7820
C 1.3353 0.6359 2.2982
N 0.9041 0.1593 1.0918
C -0.0152 0.8791 0.3870
H -2.5116 4.5469 -0.2776
H -1.5049 4.5461 1.1132
H -0.3341 3.5714 2.4298
H 1.3189 2.2203 3.7300
H 2.0388 -0.0141 2.8479
H -0.3482 0.4169 -0.5411
```

Calculated values
- net charge = -1
- multiplicity = 5
- Kohn-Sham gap (spin up / spin down) (eV) = 4.17 / 4.89
- E_LUMO (spin up / spin down) (eV) = 2.14 / 2.29
- energy relative to the best compared isomer or geometry (same formula, charge and spin) (kJ/mol) = 158.6
- HOMO energy (spin up / spin down) (hartree) = -0.0747 / -0.0954

***

[4]
Below is a 3-piece molecular cluster, C17H14BrF25NO2 overall, with properties calculated with ωB97M-V with the def2-TZVPD basis set.

The geometry in XYZ format:
```
60
C17H14BrF25NO2 | the Open Molecules 2025 dataset | ωB97M-V with the def2-TZVPD basis set
N 2.2170 2.1508 0.9921
C 2.3802 3.2819 0.0947
Br 2.5413 2.4150 -1.7630
C 1.0944 4.1144 -0.0157
C 1.2320 5.3562 0.8794
C 0.2443 6.4792 0.6690
F 0.8143 7.6614 1.0464
F -0.0789 6.6387 -0.6321
C -1.1137 6.4722 1.4647
F -0.8783 7.0122 2.6777
F -2.0153 7.2506 0.8296
C -1.8610 5.1447 1.7747
F -1.0372 4.2904 2.3939
F -2.8551 5.4460 2.6358
C -2.5292 4.4231 0.5571
F -2.5116 3.1034 0.7902
F -1.8893 4.6703 -0.5825
F -3.8050 4.8079 0.4199
H 1.2638 1.7618 0.9748
H 2.3989 2.4660 1.9378
H 0.9207 4.4447 -1.0403
H 0.2176 3.5085 0.2873
H 2.2142 5.7900 0.6701
H 1.2354 5.0879 1.9402
C -2.5980 -0.5839 2.2477
C -1.2624 -0.5470 1.4958
C -0.9957 -1.6738 0.4973
F -0.9295 -2.8655 1.1430
F 0.1841 -1.4529 -0.1094
F -0.2377 -0.4594 2.3623
F -1.3071 0.5852 0.7419
O -2.5426 -1.1196 3.5563
C -2.7980 -2.4241 3.8165
C -1.6508 -3.0678 4.6111
F -0.5141 -3.0396 3.8944
F -1.9671 -4.3610 4.8627
F -3.0785 -3.1346 2.7078
F -3.8946 -2.4901 4.6209
H -2.8693 0.4618 2.3830
H -3.3698 -1.0632 1.6457
H -1.7833 -1.7244 -0.2598
H -1.5087 -2.5367 5.5537
C 2.1556 -3.2899 -3.0236
C 0.7529 -3.3932 -3.6275
C -0.1918 -4.4332 -3.0234
F 0.2873 -5.6824 -3.2104
F -1.3916 -4.3446 -3.6444
F 0.8283 -3.5718 -4.9641
F 0.1488 -2.1955 -3.3914
O 3.1770 -3.9325 -3.7615
C 3.5582 -5.2058 -3.5053
C 3.4600 -6.0770 -4.7669
F 2.1837 -6.1388 -5.1946
F 3.8678 -7.3332 -4.4667
F 2.8809 -5.7605 -2.4841
F 4.8742 -5.1991 -3.1584
H 2.4101 -2.2318 -3.0716
H 2.1613 -3.5755 -1.9715
H -0.3339 -4.2512 -1.9550
H 4.0948 -5.6644 -5.5525
```

Calculated values
- net charge = -1
- Kohn-Sham gap (eV) = 4.79
- E_LUMO (eV) = 2.14
- HOMO energy (hartree) = -0.0971

***

Please write out number 2 again, unchanged.
Below is C5H8O2 as an isolated structure, with properties calculated with ωB97M-V with the def2-TZVPD basis set.

The geometry in XYZ format:
```
15
C5H8O2 | the Open Molecules 2025 dataset | ωB97M-V with the def2-TZVPD basis set
O 0.4208 0.6305 -2.2190
C -0.2115 0.4052 -0.9880
C -0.4024 -1.0679 -0.5297
C 0.0651 -0.8672 0.9251
C -0.4496 0.5190 1.3749
C 0.5409 0.8914 0.2726
O 1.3582 -0.2457 0.6668
H 1.3335 0.3250 -2.1480
H -1.1785 0.9108 -1.0650
H -1.4069 -1.4718 -0.6797
H 0.3171 -1.7150 -1.0456
H 0.0923 -1.7180 1.6097
H -1.5007 0.7952 1.2464
H -0.0807 0.7835 2.3675
H 1.1024 1.8248 0.2119
```

Calculated values
- net charge = 0
- Kohn-Sham gap (eV) = 10.60
- E_LUMO (eV) = 1.02
- energy relative to the best compared isomer or geometry (same formula, charge and spin) (kJ/mol) = 173.1
- HOMO energy (hartree) = -0.3521